(1)
{
  "formula": "C4H13NOS",
  "method": "wB97M-V/def2-TZVPD",
  "de_lowest_ev": 4.2321,
  "homo_lumo_gap_ev": 7.95,
  "total_energy_ha": -688.23319,
  "elements": ["C", "C", "S", "C", "N", "C", "H", "H", "H", "H", "H", "H", "H", "H", "H", "H", "H", "H", "H", "O"],
  "xyz": [[-0.59006, -1.28535, -0.52410], [-1.47010, -0.27569, -1.14180], [-2.40782, 0.85090, 0.01449], [0.12179, -0.65203, 0.65754], [0.54181, 0.70869, 0.38714], [1.22604, 1.05951, 1.69762], [-1.12734, -2.20955, -0.22456], [0.12105, -1.64121, -1.26459], [-2.28546, -0.62096, -1.77927], [-0.83958, 0.40619, -1.78489], [-2.18942, -0.89837, 0.86707], [-0.52743, -0.77333, 1.67875], [1.06522, -1.23302, 0.78085], [-0.26539, 1.32709, 0.11539], [0.66226, 1.71332, 2.37382], [2.26618, 1.34787, 1.60105], [1.14786, 0.15051, 2.25592], [1.63049, 1.00773, -2.63220], [1.23170, 0.67018, -1.13050], [1.68820, 0.34753, -1.94772]],
  "forces_ev_per_angstrom": [[-0.060, -0.782, 0.386], [-0.966, 2.409, -2.376], [0.042, -4.449, 1.615], [-0.190, -1.628, 0.776], [0.151, 0.815, 1.862], [-0.983, 0.303, -0.495], [-0.107, 0.519, 0.151], [0.259, 0.211, -0.128], [0.473, -0.511, -0.083], [-0.672, -0.733, 0.545], [-1.249, 3.762, -0.810], [1.412, 0.368, -2.190], [-0.705, 0.286, 0.355], [1.170, -0.861, 1.212], [0.054, 0.595, -0.674], [-0.011, 0.236, -0.197], [0.760, -0.447, 0.519], [-0.025, 0.346, -0.185], [0.483, 0.003, -0.056], [0.164, -0.442, -0.226]]
}

---

(2)
{
  "formula": "C4H13NOS",
  "method": "wB97M-V/def2-TZVPD",
  "de_lowest_ev": 2.2064,
  "homo_lumo_gap_ev": 9.30,
  "total_energy_ha": -688.30763,
  "elements": ["C", "C", "S", "C", "N", "C", "H", "H", "H", "H", "H", "H", "H", "H", "H", "H", "H", "H", "H", "O"],
  "xyz": [[-0.54555, -1.42311, -0.41027], [-1.66347, -1.41442, 0.80209], [-1.16606, -2.47713, 2.27313], [0.58074, -0.36247, -0.13160], [0.40667, 0.67938, -1.12754], [-0.70660, 1.58736, -0.94603], [-0.17149, -2.57329, -0.54070], [-1.10154, -1.05898, -1.38181], [-2.67622, -1.65695, 0.34886], [-1.74266, -0.41865, 1.25865], [-0.59854, -3.34259, 1.40562], [0.58184, -0.03885, 0.82681], [1.55739, -0.82442, -0.43211], [0.66715, 0.30785, -2.05195], [-0.90485, 2.14052, -1.97990], [-0.38397, 2.27039, -0.12167], [-1.58325, 1.11026, -0.61432], [2.67562, 2.19420, 0.37340], [3.86832, 2.55201, 1.28446], [2.90646, 2.74889, 1.16488]],
  "forces_ev_per_angstrom": [[-1.606, -1.367, 0.960], [0.327, -0.193, -1.225], [-0.151, 0.288, -1.760], [0.044, -2.658, -5.238], [1.538, 0.355, -0.133], [1.627, 1.664, -1.957], [-0.825, 2.859, 0.164], [1.061, -1.083, 1.820], [1.194, -0.093, 0.877], [0.058, -0.101, -0.434], [-0.045, -0.176, 0.606], [0.067, 1.160, 3.009], [-0.614, 0.280, 0.873], [-0.860, 0.691, 0.704], [0.335, -0.893, 2.484], [-0.547, 0.050, -0.853], [-1.509, -0.736, 0.172], [0.115, 0.775, 1.019], [-1.197, 0.320, -0.049], [0.988, -1.141, -1.038]]
}

---

In eV, the HOMO values for the records above are, in order, -8.85 -8.46.